[1]
13 unconnected molecules or ions with the total composition C46H110O31P6 in a non-equilibrium geometry. Source: the OMol25 dataset; level of theory: ωB97M-V with the def2-TZVPD basis set.

- DFT total energy (eV) = -168699.703
- Kohn-Sham gap (eV) = 9.53
- energy relative to the best compared isomer or geometry (same formula, charge and spin) (eV) = 0.0608
- strongest force on any atom (eV Å⁻¹) = 3.11
- LUMO energy (Eh) = 0.01382

```
! wB97M-V def2-TZVPD RIJCOSX def2/J DEFGRID3
* xyz 0 1
C 21.7799 20.0408 25.0526
O 23.1386 20.1353 25.3877
P 24.1105 18.8985 25.1145
O 24.0318 18.3994 23.7020
O 25.5586 19.4706 25.6390
C 26.2177 20.5210 24.9666
O 23.6853 17.7956 26.2502
C 23.7459 18.2077 27.6142
H 21.4297 19.0127 24.9602
H 21.6576 20.4669 24.0568
H 21.1649 20.5378 25.8029
H 26.7450 21.0854 25.7357
H 25.5849 21.1345 24.3253
H 26.9702 20.0996 24.3000
H 24.3394 17.4498 28.1257
H 22.7572 18.1519 28.0697
H 24.1730 19.2022 27.7425
C 30.9478 16.5542 20.8198
O 30.1802 17.7349 21.1085
P 28.5964 17.6412 21.5443
O 27.9271 16.3759 21.2788
O 27.8791 18.8928 20.7910
C 26.4746 19.1202 21.0070
O 28.5748 18.2020 23.0766
C 29.4947 17.6154 23.9318
H 31.8032 16.6579 21.4874
H 31.3912 16.6088 19.8256
H 30.3954 15.6237 20.9509
H 26.0638 18.4780 21.7861
H 25.9926 18.9661 20.0415
H 26.2877 20.1675 21.2439
H 28.9370 17.1275 24.7312
H 30.0657 18.4109 24.4106
H 30.1853 16.8908 23.5004
C 25.2688 26.1578 28.4897
O 25.3226 24.7588 28.6855
P 26.0998 23.8871 27.5468
O 26.4412 22.5227 27.9907
O 27.4046 24.7514 27.1257
C 28.3347 24.2857 26.1377
O 25.1122 23.9414 26.2511
C 23.9002 23.2720 26.1711
H 24.2604 26.4858 28.7418
H 25.4932 26.5580 27.5010
H 25.9246 26.6562 29.2037
H 28.2083 24.8790 25.2321
H 28.1677 23.2461 25.8559
H 29.3322 24.3695 26.5689
H 23.9558 22.6733 25.2619
H 23.0624 23.9608 26.0626
H 23.5839 22.6240 26.9885
C 19.0021 26.6103 27.6642
O 19.5068 25.5204 26.8632
P 20.4022 24.3419 27.5092
O 21.7803 24.6838 27.9388
O 19.4159 23.7517 28.6512
C 19.6934 24.0272 29.9801
O 20.4468 23.2048 26.3244
C 19.2762 22.9414 25.5251
H 19.0724 26.4062 28.7326
H 17.9492 26.6217 27.3826
H 19.4233 27.6096 27.5534
H 19.6641 23.1242 30.5898
H 19.0190 24.7920 30.3652
H 20.7088 24.3901 30.1399
H 19.2631 21.8702 25.3238
H 19.3656 23.5463 24.6227
H 18.3551 23.1316 26.0760
C 21.8362 26.4731 25.0092
O 22.3364 27.3420 23.9876
P 23.8420 28.0138 24.2840
O 24.1619 28.4287 25.6512
O 24.7395 26.8547 23.6107
C 25.9920 26.5309 24.1760
O 23.8581 29.1714 23.1605
C 22.9164 30.2986 23.2148
H 21.4690 26.9169 25.9345
H 22.6503 25.8313 25.3460
H 21.0614 25.7798 24.6818
H 26.0878 25.4471 24.2410
H 26.0982 26.8455 25.2142
H 26.8546 26.9700 23.6748
H 23.3919 31.2267 22.8977
H 22.5589 30.5063 24.2234
H 22.0087 30.1177 22.6390
C 29.0874 26.1862 19.6095
O 29.2069 24.9038 20.1490
P 29.0790 24.5562 21.7879
O 27.8039 24.9122 22.4378
O 29.4704 22.9964 21.7308
C 28.4550 21.9865 21.7223
O 30.4252 25.3003 22.3723
C 31.6585 25.1444 21.7008
H 29.8540 26.3946 18.8632
H 29.1909 26.9716 20.3583
H 28.1356 26.3577 19.1067
H 28.6668 21.0520 22.2418
H 28.2918 21.7871 20.6632
H 27.5420 22.4106 22.1402
H 31.7818 24.2142 21.1464
H 32.5236 25.0055 22.3492
H 31.8497 25.9491 20.9908
C 25.2609 22.2024 18.1206
C 25.9859 23.4454 18.5954
C 27.0973 23.5723 17.6059
O 27.4427 22.1849 17.3739
C 26.3216 21.2973 17.6320
H 24.5281 22.4180 17.3430
H 24.7354 21.7750 18.9746
H 26.4915 23.2100 19.5319
H 25.4091 24.3608 18.7269
H 27.9373 24.1630 17.9716
H 26.7233 24.0129 16.6818
H 26.5392 20.5595 18.4042
H 26.0576 20.8415 16.6777
C 21.6774 24.4232 17.8134
C 21.3880 25.1011 16.5341
C 19.9060 25.2392 16.5205
O 19.4616 24.4019 17.5680
C 20.4877 23.4759 17.9375
H 21.7386 25.0416 18.7089
H 22.5936 23.8432 17.7025
H 21.7148 24.4730 15.7054
H 21.9631 26.0117 16.3660
H 19.5031 24.9072 15.5636
H 19.6904 26.2973 16.6689
H 20.4183 22.6302 17.2533
H 20.2482 23.0803 18.9245
C 22.3346 23.3446 21.5786
C 23.0567 24.0160 22.6850
C 24.5070 23.8658 22.2238
O 24.5296 22.5437 21.7214
C 23.1932 22.0913 21.3880
H 22.2887 24.0078 20.7149
H 21.3342 23.0600 21.9049
H 22.8310 23.5312 23.6348
H 22.7833 25.0598 22.8392
H 25.2941 23.9325 22.9749
H 24.6930 24.5638 21.4075
H 22.7791 21.3426 22.0633
H 23.2418 21.5841 20.4245
C 19.6846 18.6723 20.7405
C 18.8833 18.8148 22.0037
C 18.7465 20.3450 22.2133
O 19.8793 20.8563 21.5353
C 20.5920 19.9222 20.6719
H 19.0140 18.5346 19.8923
H 20.3052 17.7785 20.8034
H 19.3387 18.3046 22.8525
H 17.8728 18.4222 21.8904
H 18.6847 20.6795 23.2489
H 17.8229 20.7434 21.7933
H 21.5876 19.7431 21.0779
H 20.6843 20.1792 19.6167
C 23.8249 16.9755 18.5590
C 23.3091 17.6120 17.2541
C 23.2566 19.1252 17.5633
O 23.3522 19.2335 18.9861
C 23.1960 17.9467 19.5740
H 24.9044 16.8322 18.6056
H 23.5639 15.9255 18.6910
H 22.2605 17.3467 17.1194
H 24.0108 17.2810 16.4886
H 22.3239 19.4595 17.1090
H 23.9746 19.8478 17.1753
H 22.1877 17.6849 19.8945
H 23.8431 17.8901 20.4494
C 23.9469 27.1475 19.8994
C 23.9271 27.7331 18.4822
C 25.3943 27.4736 18.0559
O 26.1591 27.6715 19.2672
C 25.3732 27.4573 20.4753
H 23.7759 26.0710 19.8994
H 23.1739 27.5705 20.5409
H 23.7499 28.8086 18.4819
H 23.2371 27.1703 17.8534
H 25.7509 28.1307 17.2627
H 25.5783 26.4638 17.6888
H 25.3456 28.3842 21.0480
H 25.7980 26.7017 21.1362
C 20.0640 26.7924 21.0643
C 19.0695 26.7709 22.2027
C 17.9533 25.9546 21.5867
O 17.8553 26.5477 20.2667
C 19.1161 27.0606 19.8604
H 20.5649 25.8276 20.9842
H 20.7143 27.6500 21.2364
H 18.7568 27.7681 22.5123
H 19.5682 26.3633 23.0820
H 16.9309 25.9825 21.9634
H 18.1927 24.8936 21.5144
H 19.0989 28.1096 19.5651
H 19.4261 26.4203 19.0346
*
```



[2]
13 unconnected molecules or ions with the total composition C46H113N7O25 in a non-equilibrium geometry. Source: the OMol25 dataset; level of theory: ωB97M-V with the def2-TZVPD basis set.

- DFT total energy (eV) = -111145.901
- Kohn-Sham gap (eV) = 9.27
- strongest force on any atom (eV Å⁻¹) = 3.50
- LUMO energy (Eh) = 0.01990

```
! wB97M-V def2-TZVPD RIJCOSX def2/J DEFGRID3
* xyz 0 1
C -20.4502 -4.0412 10.4318
C -20.7443 -2.7280 10.9889
C -21.7396 -2.0774 10.0629
O -21.3355 -2.1693 8.6534
C -22.3058 -1.7213 7.7334
N -21.4454 -2.8141 12.2829
H -19.8281 -3.7689 9.5715
H -21.3893 -4.5484 10.1233
H -19.8685 -4.6600 11.0957
H -19.9350 -2.0195 10.9822
H -21.8810 -0.9796 10.4051
H -22.7204 -2.6174 10.1580
H -23.3688 -1.9821 7.9745
H -22.1990 -2.2727 6.7469
H -22.1221 -0.6308 7.5235
H -21.9777 -3.6417 12.2505
H -22.1235 -2.0579 12.3878
C -26.2505 -10.6182 14.7228
C -26.3986 -11.9379 15.4193
C -25.1010 -12.5607 15.8138
O -24.3163 -11.5627 16.3215
C -23.0765 -11.9433 16.9220
N -27.1902 -11.8297 16.5816
H -25.8617 -9.7877 15.4377
H -27.2433 -10.2730 14.4689
H -25.5735 -10.6790 13.8840
H -26.7894 -12.6319 14.6943
H -24.6995 -12.9673 14.8400
H -25.1767 -13.4409 16.4910
H -23.1703 -12.7191 17.6978
H -22.6564 -11.0473 17.3432
H -22.3732 -12.2954 16.1104
H -27.5168 -12.7033 16.9651
H -27.9243 -11.1279 16.4827
C -28.3913 -3.3193 16.6243
C -28.1029 -4.6097 15.9456
C -28.3428 -4.3761 14.4513
O -29.6758 -4.1253 14.2756
C -29.9966 -3.2712 13.2239
N -26.7258 -4.9986 16.0274
H -28.0109 -3.3324 17.5976
H -29.4530 -2.9552 16.7143
H -27.8340 -2.4384 16.2071
H -28.8968 -5.3057 16.2751
H -28.0510 -5.2063 13.8771
H -27.7964 -3.5278 14.0476
H -29.4539 -2.3359 13.2421
H -31.0537 -3.1809 13.2394
H -29.6314 -3.7011 12.3367
H -26.6910 -6.0028 16.1500
H -26.3955 -4.4784 16.8653
C -20.2397 -9.2764 18.6915
C -20.6175 -7.8696 18.4468
C -20.7467 -7.5405 16.9563
O -19.5278 -7.8991 16.3767
C -19.5391 -7.5732 14.9206
N -22.0190 -7.6690 19.0012
H -19.9646 -9.5422 19.6831
H -19.3380 -9.4612 18.1242
H -21.0946 -9.9626 18.4189
H -19.8927 -7.1168 18.8765
H -20.8749 -6.4413 16.8622
H -21.6482 -8.1196 16.5520
H -18.5159 -7.5438 14.6418
H -20.0376 -6.5928 14.7923
H -20.0877 -8.2743 14.3576
H -21.9649 -7.5786 19.9742
H -22.3535 -6.7585 18.7047
C -19.2020 -3.0317 17.2120
C -20.0024 -2.7590 15.9593
C -19.6833 -1.4043 15.3014
O -20.0109 -0.3496 16.1333
C -19.5302 0.9015 15.6574
N -19.9807 -3.8288 15.0052
H -19.4703 -3.9713 17.6272
H -19.3791 -2.3556 18.0091
H -18.1050 -3.0235 17.0636
H -21.0043 -2.5781 16.3200
H -20.3387 -1.3258 14.3482
H -18.5955 -1.3661 14.9467
H -19.8756 1.6686 16.3724
H -19.6988 1.0408 14.6136
H -18.4891 0.9288 15.8196
H -20.0673 -3.4617 14.0416
H -19.1557 -4.3926 15.0335
C -29.3324 -7.7836 18.8573
C -28.8232 -8.8331 17.8010
C -29.9158 -8.9575 16.7665
O -29.4297 -9.7347 15.6596
C -30.4958 -9.8293 14.7762
N -27.6219 -8.2733 17.1907
H -29.6334 -6.8438 18.3667
H -28.5383 -7.7673 19.5868
H -30.1960 -8.1526 19.4386
H -28.6976 -9.6864 18.4728
H -30.2429 -8.0176 16.3918
H -30.8413 -9.4687 17.1275
H -31.2287 -10.6786 15.0211
H -30.1911 -10.0712 13.7429
H -30.9800 -8.8806 14.6108
H -26.7823 -8.2957 17.8371
H -27.3822 -8.6324 16.2719
C -24.6177 -9.4396 20.9214
C -24.9098 -10.2607 19.6690
C -26.3274 -10.8139 19.8756
O -26.3803 -11.4647 21.1191
C -27.6105 -11.8876 21.6146
N -24.8420 -9.3857 18.5136
H -25.4229 -8.6081 20.8892
H -23.6742 -8.9277 20.8837
H -24.7494 -9.9720 21.8501
H -24.2099 -11.1351 19.6867
H -26.5440 -11.3843 18.9731
H -27.0170 -9.9623 19.7897
H -28.0656 -12.8053 21.1189
H -28.3616 -11.1103 21.7002
H -27.4295 -12.1093 22.7260
H -23.9260 -9.0104 18.2271
H -25.1728 -9.8769 17.7102
C -25.6094 -5.7943 19.5123
O -25.3388 -4.4514 19.9392
C -24.3031 -3.9368 19.1667
O -23.8179 -4.4762 18.1901
O -23.9504 -2.7419 19.6148
C -23.1394 -1.9885 18.7534
H -26.1351 -6.1993 20.3717
H -24.6875 -6.3508 19.3679
H -26.3287 -5.7357 18.6650
H -22.2441 -2.5991 18.5363
H -22.7908 -1.1472 19.3308
H -23.7187 -1.6703 17.8798
C -25.8283 0.4873 11.2387
O -24.7922 -0.2126 11.9990
C -25.2918 -0.9607 12.9801
O -26.4557 -1.1703 13.2435
O -24.2940 -1.4973 13.7148
C -24.7347 -2.3987 14.7953
H -26.4513 -0.2787 10.6939
H -25.2586 1.1499 10.6165
H -26.4291 1.1191 11.8936
H -25.6542 -1.9753 15.1725
H -23.8845 -2.3879 15.4380
H -24.9498 -3.4102 14.4271
C -18.6920 -7.9215 11.5782
O -18.9809 -7.5402 10.2172
C -18.0923 -6.7930 9.6909
O -17.1289 -6.3029 10.2748
O -18.3218 -6.7460 8.3352
C -17.6877 -5.6734 7.6858
H -17.7259 -8.4022 11.5411
H -19.4468 -8.6608 11.8262
H -18.7348 -7.0529 12.2027
H -17.5286 -5.8069 6.6249
H -16.6116 -5.5414 8.0028
H -18.2662 -4.7808 7.8402
C -23.4117 -4.9399 7.6939
O -23.8497 -4.6617 9.0509
C -25.1786 -4.7002 9.2262
O -25.9727 -4.4683 8.3708
O -25.4160 -4.9106 10.5426
C -26.7315 -4.6911 11.0008
H -23.8663 -4.2569 6.9975
H -23.4641 -5.9859 7.5462
H -22.3401 -4.7433 7.6775
H -27.2579 -5.6369 11.2032
H -27.2464 -4.1960 10.1947
H -26.7638 -4.1577 11.9654
C -22.1724 -11.3895 12.5073
O -20.7420 -11.3712 12.4036
C -20.0662 -12.4796 12.2897
O -20.5581 -13.5712 12.2363
O -18.7928 -12.1963 12.0772
C -17.8269 -13.2931 12.2177
H -22.4495 -10.6123 13.2081
H -22.4754 -12.4254 12.6077
H -22.5021 -11.0544 11.5263
H -16.9614 -12.8010 11.8588
H -18.2016 -14.0687 11.5085
H -17.8077 -13.6061 13.2601
C -24.0185 -7.2297 15.6542
O -23.7566 -8.0313 14.4930
C -23.3787 -7.3038 13.3746
O -23.3334 -6.1266 13.2478
O -23.0166 -8.1533 12.3884
C -22.6993 -7.4119 11.2299
H -23.1539 -6.7223 16.0546
H -24.3960 -7.8991 16.4377
H -24.7845 -6.5100 15.4564
H -21.9311 -6.6964 11.4761
H -23.5703 -6.8938 10.8035
H -22.3552 -8.1857 10.5028
*
```